ORCA calculation (the ωB97M-V functional and the def2-TZVPD basis) on a 2-piece molecular cluster, C4H13NO2 overall.

Each line ends with the Mulliken charge.
Positions of all 20 atoms, in Å:
C: 1.493 0.570 0.548  -1.476
C: 0.336 -0.123 -0.173  0.443
N: -0.929 0.668 0.010  -0.681
C: 0.225 -1.546 0.334  -0.993
C: -0.964 -2.346 -0.178  -0.432
O: -1.484 -3.241 0.803  -0.520
H: 2.437 0.016 0.479  0.370
H: 1.230 0.612 1.604  0.401
H: 1.765 1.566 0.203  0.352
H: 0.449 -0.153 -1.259  0.185
H: -0.617 1.621 0.188  0.279
H: -1.286 0.340 0.912  0.273
H: 1.187 -2.033 0.120  0.380
H: 0.353 -1.612 1.428  0.447
H: -1.712 -1.688 -0.621  0.353
H: -0.642 -2.982 -1.008  0.291
H: -1.485 -2.738 1.600  0.319
O: 0.004 4.160 -1.330  -0.604
H: 0.259 4.016 -2.232  0.309
H: -0.619 4.892 -1.429  0.305

## Properties
E (eV): -9943.29167
LUMO (eV): 0.76
Gap between HOMO and LUMO (eV): 10.180
HOMO (eV): -9.42
2S+1: 1
Net charge: 0
Maximum force (eV/Å): 1.306